95
Properties=species:S:1:pos:R:3 method="wB97M-V/def2-TZVPD" gap_ev="2.54 / 2.85" total_energy_ha=-5681.97632 total_charge=+2 e_homo_ev="-10.5 / -10.6" spin_multiplicity=2
Ru 0.62228 1.04830 0.14054
O -0.69092 -1.63270 2.67954
C -0.57722 -0.49440 2.07694
N 0.46328 0.27390 2.05314
C 1.63898 0.06760 2.80964
O 1.72368 -0.61170 3.79494
C 2.68168 0.96370 2.24764
C 3.51268 1.73830 3.03464
C 4.29578 2.73140 2.46904
C 4.19818 2.94410 1.08654
C 3.42158 2.12520 0.31274
N 2.68588 1.10370 0.85974
C -1.74972 -0.18960 1.19394
C -3.76872 -0.98780 0.99754
C -4.25372 -0.52710 -0.31646
C -3.53272 0.26900 -1.14036
C -2.22652 0.79270 -0.92686
N -1.40012 0.61300 0.06914
H 3.50408 1.55490 4.09784
H 4.96728 3.32360 3.06914
H 4.76718 3.72560 0.60854
H 3.38158 2.16920 -0.77066
H -4.50572 -1.56340 1.55324
H -5.26542 -0.78450 -0.58666
H -3.99592 0.58460 -2.06286
H -1.86842 1.47270 -1.69356
Br 0.62838 6.83220 4.87694
C 0.36018 5.75460 3.33694
C 0.06788 4.40020 3.49184
C -0.05022 3.60090 2.38104
C 0.11488 4.12630 1.08464
C 0.37328 5.50740 0.95384
C 0.49598 6.30780 2.06624
N 0.09508 3.25590 0.03274
C -0.06432 3.61660 -1.23806
C 0.29998 2.70630 -2.25076
C 0.26458 2.99160 -3.63636
C 0.69728 2.04730 -4.53316
C 1.20148 0.82820 -4.05966
C 1.20958 0.60320 -2.69496
N 0.76178 1.49210 -1.81776
H -0.05932 3.98690 4.48034
H -0.28262 2.54600 2.48534
H 0.50458 5.94730 -0.02166
H 0.71038 7.36040 1.96034
H -0.46032 4.59200 -1.50126
H -0.08752 3.95780 -3.96606
H 0.66118 2.23970 -5.59496
H 1.58758 0.08190 -4.73526
H 1.58998 -0.31860 -2.26966
O -0.06502 -1.58170 -0.41356
P -1.31502 -2.38150 -0.40896
C -2.14002 -2.35020 -2.02306
C -1.30552 -2.02790 -3.08706
C -1.80002 -2.00920 -4.37776
C -3.12922 -2.32810 -4.60656
C -3.95642 -2.67860 -3.54926
C -3.46692 -2.69320 -2.25446
C -0.98732 -4.11430 0.02124
C -1.92222 -5.12090 -0.19656
C -1.58602 -6.43550 0.07264
C -0.32672 -6.75270 0.55804
C 0.59968 -5.74750 0.79094
C 0.27508 -4.43020 0.51654
C -2.35062 -1.59700 0.98134
C -1.95372 -2.28060 2.31424
C -2.86812 -2.16320 3.49234
C -3.34562 -0.95650 3.95684
C -3.37292 0.20880 3.22144
C -3.15792 0.23440 1.76784
H -0.27022 -1.79160 -2.88716
H -1.15782 -1.75770 -5.20936
H -3.52192 -2.31590 -5.61166
H -4.98982 -2.92320 -3.73876
H -4.10782 -2.97440 -1.43266
H -2.90152 -4.88250 -0.58046
H -2.30702 -7.21950 -0.09776
H -0.06522 -7.78370 0.74394
H 1.57348 -5.99810 1.18434
H 0.99358 -3.63940 0.67874
H -1.69582 -3.33270 2.15274
H -2.99412 -3.04660 4.09604
H -3.74572 -0.92110 4.96194
H -3.67772 1.13650 3.67904
H -3.45782 1.19450 1.34264
C 4.94148 -1.39240 -0.98926
S 4.48838 0.04410 -1.97436
C 6.01578 1.00650 -1.84196
O 2.41388 0.05070 0.12654
H 5.80348 -1.86900 -1.44766
H 4.08988 -2.06400 -0.98496
H 5.16538 -1.08340 0.02824
H 6.84018 0.44090 -2.26876
H 6.21638 1.22370 -0.79566
H 5.87648 1.92930 -2.39776


86
Properties=species:S:1:pos:R:3 method="wB97M-V/def2-TZVPD" gap_ev=7.68 total_energy_ha=-2011.94162 total_charge=+1 e_homo_ev=-10.1
O -0.56786 -1.54575 -1.89491
O 1.11314 0.98153 -3.90376
C 0.18798 -2.79171 -2.36308
C -0.48817 -3.96252 -1.72000
H 1.23074 -2.62778 -2.06280
H 0.16688 -2.81569 -3.44370
H -0.54199 -3.87529 -0.62720
H 0.10249 -4.85382 -1.93432
H -1.49915 -4.11470 -2.12903
C -1.69776 -1.06477 -2.70177
C -1.40972 -1.23804 -4.16570
H -1.81626 -0.00636 -2.44262
H -2.57537 -1.63211 -2.36689
H -0.44429 -0.79390 -4.44237
H -2.18491 -0.71945 -4.74568
H -1.43529 -2.29010 -4.46757
C 0.66534 2.30827 -3.64674
C 2.38368 0.78748 -4.51414
C -0.61814 2.60078 -4.41022
H 1.45099 3.04118 -3.89694
H 0.46167 2.35527 -2.56273
H -0.44866 2.58136 -5.49339
H -0.97194 3.60167 -4.15864
H -1.41508 1.88479 -4.16992
C 2.26117 0.79729 -6.03132
H 2.72140 -0.20212 -4.17249
H 3.10524 1.54744 -4.16320
H 1.43416 0.16134 -6.37073
H 3.18784 0.43390 -6.47596
H 2.08919 1.81782 -6.38902
H -0.76162 -1.73703 -0.84705
Al -0.60566 -0.68763 1.10768
C 0.93870 -0.61606 -0.19611
Si 2.67498 0.01954 0.19740
H 1.27456 -1.61181 -0.50171
H 0.73365 0.02321 -1.07322
C 3.81637 -0.67353 -1.13319
C 3.31477 -0.66367 1.80409
C 2.83350 1.87757 0.19543
C -2.30121 -1.56777 0.61936
Si -3.48672 -0.06694 0.58124
H -2.61252 -2.17786 1.49056
H -2.59745 -2.19434 -0.25332
C -4.81880 -0.56127 -0.64704
C -2.71357 1.55641 0.04170
C -4.24991 0.18255 2.27082
H 2.25948 2.35009 -0.61435
H 3.89951 2.10620 0.03941
H 2.52607 2.31375 1.15476
H 3.61827 -1.73601 -1.32175
H 4.84563 -0.59128 -0.75723
H 3.75180 -0.13727 -2.08653
H 2.84361 -1.62116 2.05250
H 3.14061 0.04879 2.61669
H 4.39447 -0.80985 1.65909
H -3.31999 1.95434 -0.78612
H -1.66767 1.51091 -0.29505
H -2.77457 2.27085 0.87608
H -5.24735 0.62905 2.15581
H -3.63548 0.84087 2.90088
H -4.35736 -0.77975 2.78922
H -5.77586 -0.09955 -0.37156
H -4.94782 -1.65188 -0.62842
H -4.57019 -0.25962 -1.67304
C 2.96352 2.16744 4.43839
N 2.00474 1.13294 4.08757
C 2.00755 0.03402 5.03829
C 0.72528 1.60969 3.58291
C -0.41985 0.69095 3.90283
C -1.11441 0.96594 5.09731
C -1.98226 0.02085 5.63831
C -2.12593 -1.20700 4.99071
C -1.47802 -1.44292 3.76454
C -0.75001 -0.42608 3.09624
H 3.94957 1.70449 4.59413
H 2.68044 2.67287 5.38329
H 3.04205 2.92528 3.64468
H 1.50392 0.29411 5.98320
H 1.52828 -0.85109 4.60432
H 3.05597 -0.19950 5.26709
H 0.52961 2.61021 4.01138
H 0.82182 1.76344 2.48902
H -0.93863 1.91721 5.60742
H -2.52095 0.23097 6.57008
H -2.75127 -1.99669 5.41492
H -1.60097 -2.42295 3.29322


65
Properties=species:S:1:pos:R:3 method="wB97M-V/def2-TZVPD" gap_ev=7.15 e_above_lowest_kcal_mol=0.0 total_energy_ha=-2535.22168 total_charge=+1 e_homo_ev=-11.0
Bi 1.64099 0.41055 0.60898
C -0.38424 2.29093 2.48279
P -0.39761 2.16742 0.63887
C -2.13239 2.03283 0.22111
C -2.84962 0.93905 0.71444
C -4.22272 0.88660 0.53879
C -4.87618 1.91738 -0.12563
C -4.16281 3.00302 -0.61375
C -2.78756 3.06951 -0.44264
C 0.34666 3.58715 -0.15288
C 0.33231 3.61352 -1.55075
C 1.04669 4.58228 -2.23112
C 1.78980 5.51978 -1.52428
C 1.80594 5.49949 -0.13891
C 1.09021 4.53103 0.55350
C -0.37837 0.88026 3.00606
C -1.20259 0.20710 3.87575
C -0.84586 -1.17395 3.80439
C 0.18335 -1.27413 2.90069
C 0.87494 -2.44496 2.26285
P 0.92892 -2.15558 0.44461
C 2.21752 -3.13123 -0.30000
C 2.02567 -3.69304 -1.56142
C 3.09494 -4.28326 -2.21754
C 4.35002 -4.29988 -1.62742
C 4.54497 -3.73739 -0.37201
C 3.48324 -3.14691 0.29007
C -0.64903 -2.58264 -0.25612
C -1.05950 -3.91801 -0.23183
C -2.29948 -4.25603 -0.74576
C -3.12218 -3.27089 -1.28298
C -2.70903 -1.94773 -1.31851
C -1.46557 -1.60302 -0.80825
N 0.48403 -0.01808 2.43610
H -1.30156 2.80126 2.77545
H 0.46198 2.89419 2.81545
H -2.34767 0.14836 1.25870
H -4.78212 0.04395 0.92428
H -5.94995 1.87854 -0.25487
H -4.67595 3.80564 -1.12697
H -2.23687 3.92084 -0.81864
H -0.21801 2.86505 -2.10934
H 1.04119 4.59352 -3.31268
H 2.36680 6.26259 -2.05913
H 2.37911 6.23552 0.40854
H 1.10744 4.53731 1.63479
H -1.99157 0.63849 4.47322
H -1.30334 -1.98690 4.34797
H 0.32528 -3.37146 2.43352
H 1.89698 -2.59525 2.61598
H 1.05225 -3.66557 -2.03372
H 2.94776 -4.71964 -3.19629
H 5.18540 -4.74459 -2.15250
H 5.52618 -3.74465 0.08266
H 3.65335 -2.70027 1.26272
H -0.41794 -4.68653 0.18406
H -2.62293 -5.28820 -0.73352
H -4.08888 -3.54284 -1.68610
H -3.34409 -1.18598 -1.75192
H -1.12383 -0.57749 -0.86767
F 2.99409 0.89297 -3.47319
B 2.80953 0.81278 -2.13772
F 1.37558 0.57517 -1.83726
F 3.45601 -0.28377 -1.51105
F 3.13034 1.98579 -1.43199


66
Properties=species:S:1:pos:R:3 method="wB97M-V/def2-TZVPD" gap_ev="8.02 / 8.74" e_above_lowest_kcal_mol=3.3 total_energy_ha=-4488.83784 total_charge=-1 e_homo_ev="-5.4 / -6.1" spin_multiplicity=3
Ni -0.12688 -0.38266 -0.16432
O -3.34257 -2.93250 0.37252
C -2.48063 -2.16041 0.78671
O -1.40553 -1.87244 0.17951
C -2.73318 -1.56141 2.18858
C -3.80931 -2.12006 2.88385
C -4.16144 -1.69342 4.14940
C -3.44906 -0.66475 4.75395
C -2.39015 -0.09223 4.07839
C -2.00763 -0.53718 2.80710
P -0.56728 0.29808 2.05208
C 0.80979 -0.05401 3.19946
C 0.73195 -0.90251 4.29674
C 1.86229 -1.16571 5.06177
C 3.07858 -0.58700 4.73448
C 3.16950 0.24993 3.62884
C 2.04485 0.50664 2.86512
C -0.95658 2.05286 2.43029
C -0.25576 2.82136 3.35594
C -0.61874 4.14126 3.59223
C -1.68308 4.70611 2.90579
C -2.38580 3.94531 1.98096
C -2.02896 2.62766 1.74512
H -4.36167 -2.89834 2.37665
H -4.99709 -2.15286 4.66376
H -3.72149 -0.30825 5.73986
H -1.84517 0.72378 4.53885
H -0.20736 -1.37628 4.54933
H 1.78957 -1.83616 5.90941
H 3.96148 -0.80421 5.32286
H 4.12401 0.66794 3.33848
H 2.12574 1.12017 1.97438
H 0.57583 2.39524 3.90187
H -0.06407 4.72717 4.31518
H -1.95935 5.73785 3.08609
H -3.20481 4.37978 1.42274
H -2.56465 2.04759 1.00383
O -1.96335 2.97925 -1.57465
C -1.25707 2.01694 -1.28350
O -1.61197 0.91832 -0.75265
C 0.24331 2.13829 -1.55066
C 0.74750 3.09079 -2.42340
C 2.11025 3.11778 -2.65734
C 2.92747 2.21226 -1.99314
C 2.34919 1.30199 -1.12561
N 1.03136 1.26725 -0.91960
H 0.05404 3.77663 -2.88842
H 2.53568 3.83507 -3.34888
H 3.99859 2.20374 -2.14264
H 2.93232 0.57233 -0.57495
C 0.48599 -4.76736 -2.55552
C 1.32598 -3.54101 -2.92578
C 0.71004 -2.31831 -2.42508
N 0.23043 -1.35869 -2.02966
H 0.91414 -5.65933 -3.01184
H -0.54085 -4.65055 -2.89866
H 0.46961 -4.89874 -1.47541
H 1.44079 -3.44438 -4.00651
H 2.32194 -3.60498 -2.48427
Cl 3.39778 -4.32492 0.09160
C 2.61579 -3.23122 1.28661
Cl 0.95281 -3.75172 1.56218
C 2.76798 -1.77201 0.77233
O 3.92021 -1.34037 0.83686
O 1.74996 -1.18806 0.33257
H 3.17310 -3.34422 2.20945